1:
13
Properties=species:S:1:pos:R:3 method="wB97M-V/def2-TZVPD" charge=-1 lumo_ev=4.493 homo_ev=-2.387 homo_lumo_gap_ev=6.88
C 0.41 2.58 -0.04
O -0.04 1.30 0.10
H 1.15 2.84 -0.84
H 0.99 2.87 0.88
H -0.44 3.30 -0.12
C 0.31 -1.82 -0.79
C -1.01 -1.47 1.03
N -0.67 -2.35 0.17
H 1.32 -1.95 -0.39
H 0.14 -2.37 -1.72
H 0.19 -0.75 -1.02
H -1.60 -1.74 1.90
H -0.76 -0.43 0.84

2:
13
Properties=species:S:1:pos:R:3 method="wB97M-V/def2-TZVPD" charge=-1 lumo_ev=4.089 smiles=CCNC[O-] homo_ev=-2.163 homo_lumo_gap_ev=6.25
C -1.75 0.87 -0.42
C -0.31 0.37 -0.73
N 0.44 -0.21 0.46
C 1.81 -0.83 0.78
O 1.74 -2.13 1.01
H -2.08 1.48 -1.26
H -2.39 -0.02 -0.28
H -1.79 1.35 0.55
H -0.32 -0.42 -1.48
H 0.31 1.24 -1.13
H -0.19 -0.88 0.92
H 2.41 -0.58 -0.11
H 2.12 -0.23 1.68

Order of stability, best first: 2, 1

1:
23
Properties=species:S:1:pos:R:3 method="wB97M-V/def2-TZVPD" lumo_ev=0.853 smiles=NCCNCCN.O homo_ev=-8.173 homo_lumo_gap_ev=9.03
N -1.27 1.04 1.99
C -1.28 -0.43 2.21
C -0.09 -0.99 1.39
N -0.40 -1.12 -0.08
C 0.59 -1.45 -1.09
C 0.30 -0.78 -2.41
N 0.64 0.72 -2.29
H -1.82 1.36 1.22
H -1.40 1.60 2.83
H -2.15 -0.95 1.53
H -1.30 -0.79 3.24
H 0.93 -0.60 1.53
H 0.19 -2.06 1.72
H -1.16 -0.57 -0.36
H 0.63 -2.50 -1.11
H 1.69 -1.25 -0.93
H -0.89 -0.78 -2.50
H 0.51 -1.35 -3.33
H 1.59 0.90 -2.64
H 0.63 0.91 -1.26
O 1.34 2.29 0.17
H 1.00 3.19 -0.12
H 0.79 1.93 0.88

2:
23
Properties=species:S:1:pos:R:3 method="wB97M-V/def2-TZVPD" lumo_ev=0.748 smiles=CNCCNCN.O homo_ev=-8.423 homo_lumo_gap_ev=9.17
C 1.41 2.04 -0.32
N 0.64 0.83 -0.23
C 0.59 0.15 1.06
C -0.80 0.05 1.71
N -1.90 -0.57 0.97
C -1.52 -1.70 0.12
N -1.18 -1.30 -1.21
H 2.45 1.88 0.00
H 1.70 2.38 -1.32
H 1.00 2.94 0.14
H -0.29 0.95 -0.59
H 1.12 0.69 1.85
H 1.09 -0.81 0.91
H -0.60 -0.62 2.56
H -1.13 1.04 2.01
H -2.53 0.06 0.51
H -0.74 -2.25 0.55
H -2.45 -2.28 0.13
H -0.19 -1.20 -1.37
H -1.63 -0.44 -1.49
O 1.63 -1.01 -2.06
H 1.82 -0.32 -2.70
H 1.53 -0.51 -1.23

Order of stability, best first: 2, 1

1:
10
Properties=species:S:1:pos:R:3 method="wB97M-V/def2-TZVPD" lumo_ev="-0.267 / -0.454" homo_ev="-6.705 / -7.497" homo_lumo_gap_ev="6.44 / 7.04"
C 0.37 -0.31 0.02
C -2.10 -0.08 -0.08
N -0.76 -0.09 -0.10
N -2.68 1.16 0.08
N 1.63 -0.60 0.05
O -2.06 2.29 0.00
S -2.95 -1.49 0.00
H -3.70 1.30 0.32
H 1.92 -0.18 0.91
H 2.07 -0.37 -0.81

2:
10
Properties=species:S:1:pos:R:3 method="wB97M-V/def2-TZVPD" lumo_ev=0.229 smiles="N/N=C/N1SC1=O" homo_ev=-8.628 homo_lumo_gap_ev=8.86
N -0.45 0.57 -0.29
N 0.77 0.76 0.18
C 1.45 -0.22 0.52
N 2.78 -0.09 0.83
S 3.65 1.21 -0.07
C 3.70 -0.51 -0.07
O 4.29 -1.47 -0.45
H -1.04 1.37 -0.43
H -0.59 -0.36 -0.47
H 1.17 -1.26 0.54

Order of stability, best first: 2, 1

1:
54
Properties=species:S:1:pos:R:3 method="wB97M-V/def2-TZVPD" charge=-2 lumo_ev=4.099 homo_ev=-2.365 homo_lumo_gap_ev=6.46
Pd -0.07 0.88 0.42
C 1.34 3.76 4.56
Sb 1.09 2.13 3.11
C 3.18 1.65 3.23
C 1.50 3.44 1.40
C 0.42 4.31 0.84
C -0.30 5.15 1.70
C -1.32 5.97 1.25
C -1.65 5.97 -0.10
C -0.93 5.17 -0.97
C 0.11 4.34 -0.53
C 0.85 3.54 -1.55
Sb -0.06 1.70 -2.30
C -1.31 2.82 -3.72
C 1.56 1.44 -3.70
H 0.39 4.23 4.82
H 2.03 4.51 4.17
H 1.77 3.33 5.47
H 3.77 2.57 3.30
H 3.44 1.09 2.33
H 3.37 1.02 4.10
H 2.00 2.81 0.66
H 2.28 4.07 1.85
H -0.05 5.14 2.75
H -1.86 6.59 1.96
H -2.45 6.59 -0.47
H -1.17 5.18 -2.02
H 1.83 3.22 -1.22
H 0.98 4.14 -2.46
H -0.73 3.65 -4.15
H -2.18 3.23 -3.20
H -1.65 2.17 -4.52
H 1.82 2.39 -4.17
H 1.30 0.71 -4.47
H 2.39 1.06 -3.11
S -1.30 -0.92 0.68
C -2.45 -0.49 1.90
C -3.04 -1.43 2.74
C -4.04 -1.05 3.63
C -4.64 -2.04 4.48
N -5.11 -2.84 5.16
C -4.45 0.29 3.69
C -3.85 1.23 2.86
C -2.84 0.86 1.97
S -2.08 1.99 0.88
C -5.47 0.70 4.60
N -6.30 1.04 5.32
H -2.72 -2.47 2.70
H -4.16 2.27 2.91
O 1.83 -1.40 -1.28
Se 2.56 -0.43 -0.20
O 2.37 1.14 -0.68
O 1.65 -0.39 1.22
O 4.10 -0.81 0.11

2:
54
Properties=species:S:1:pos:R:3 method="wB97M-V/def2-TZVPD" charge=-2 lumo_ev=4.397 homo_ev=-1.885 homo_lumo_gap_ev=6.28
Pd 0.29 0.12 0.16
C -2.55 -1.01 3.10
Sb -1.19 0.39 2.23
C 0.11 0.45 3.97
C -2.09 2.34 2.50
C -1.34 3.30 3.36
C -1.53 3.28 4.74
C -0.84 4.13 5.59
C 0.06 5.04 5.06
C 0.24 5.09 3.69
C -0.45 4.24 2.82
C -0.20 4.34 1.35
Sb 1.20 2.81 0.64
C 2.93 3.82 1.50
C 1.38 3.71 -1.30
H -2.80 -0.68 4.11
H -2.07 -1.99 3.15
H -3.43 -1.04 2.47
H -0.43 0.73 4.88
H 0.92 1.16 3.81
H 0.56 -0.54 4.10
H -3.09 2.13 2.90
H -2.22 2.67 1.48
H -2.24 2.56 5.15
H -1.01 4.08 6.66
H 0.61 5.71 5.70
H 0.93 5.81 3.26
H 0.22 5.31 1.09
H -1.10 4.17 0.75
H 3.01 4.85 1.16
H 3.84 3.28 1.21
H 2.86 3.80 2.59
H 1.58 4.78 -1.21
H 0.45 3.53 -1.82
H 2.19 3.22 -1.85
S 1.68 0.01 -1.70
C 3.22 -0.33 -0.96
C 4.41 -0.10 -1.65
C 5.64 -0.41 -1.09
C 6.84 -0.15 -1.83
N 7.79 0.05 -2.45
C 5.70 -0.96 0.20
C 4.51 -1.19 0.89
C 3.27 -0.89 0.33
S 1.81 -1.25 1.21
C 6.95 -1.28 0.81
N 7.95 -1.55 1.32
H 4.37 0.32 -2.65
H 4.56 -1.61 1.89
O -3.22 0.50 0.69
Se -2.59 0.55 -0.84
O -3.73 0.90 -1.93
O -1.35 1.68 -0.75
O -1.81 -0.86 -1.12

Order of stability, best first: 2, 1